{
  "formula": "C55H37BrClF3N6O11RbSb",
  "method": "the ωB97M-V functional and the def2-TZVPD basis",
  "species": ["Rb", "N", "C", "C", "C", "C", "C", "C", "C", "C", "N", "C", "H", "H", "H", "H", "H", "H", "H", "H", "C", "O", "C", "C", "C", "Br", "C", "C", "C", "O", "C", "N", "C", "C", "C", "C", "C", "C", "N", "H", "H", "H", "H", "H", "H", "H", "H", "H", "H", "H", "O", "C", "O", "C", "C", "C", "C", "C", "C", "O", "N", "O", "O", "N", "O", "O", "H", "H", "F", "C", "C", "C", "C", "C", "C", "Sb", "C", "C", "C", "C", "F", "C", "C", "C", "C", "C", "C", "F", "C", "C", "H", "H", "H", "H", "H", "H", "H", "H", "H", "H", "H", "H", "Cl", "C", "C", "C", "C", "C", "C", "C", "O", "O", "H", "H", "H", "H"],
  "xyz": [[-2.52802, -0.04983, 1.26661], [-2.12057, -3.09783, -0.46996], [-1.60158, -4.07362, -1.26307], [-2.29028, -5.20090, -1.66214], [-1.69975, -6.13285, -2.53823], [-0.43720, -5.96076, -3.03309], [0.30041, -4.81189, -2.64935], [1.60887, -4.53373, -3.10891], [2.24874, -3.40276, -2.69491], [1.58499, -2.52817, -1.80470], [0.37712, -2.75193, -1.35890], [-0.26978, -3.87209, -1.76970], [-2.90813, -3.26499, 0.14313], [-1.42475, -2.48138, -0.07818], [-3.29704, -5.36178, -1.29652], [-2.27353, -7.00506, -2.82932], [0.00561, -6.67904, -3.71205], [2.08805, -5.23006, -3.78861], [3.24998, -3.16507, -3.02986], [2.07789, -1.62533, -1.45746], [-0.61795, -3.56474, 3.33797], [0.13590, -2.54028, 2.69307], [1.47517, -2.61235, 2.79636], [2.14777, -3.50046, 3.61489], [3.54043, -3.47748, 3.64955], [4.45204, -4.71011, 4.77790], [4.25966, -2.59755, 2.89021], [3.58384, -1.69116, 2.05797], [2.19082, -1.67889, 2.00811], [1.46027, -0.84169, 1.27228], [4.33595, -0.75874, 1.22527], [3.83153, -0.10527, 0.21248], [4.87356, 0.65534, -0.29326], [4.88971, 1.53410, -1.36862], [6.08058, 2.16977, -1.66422], [7.23596, 1.94546, -0.90047], [7.23449, 1.07258, 0.17351], [6.03294, 0.43520, 0.45661], [5.66412, -0.48273, 1.42034], [-0.51447, -3.49260, 4.42465], [-0.27856, -4.54790, 2.99912], [-1.65031, -3.39047, 3.04695], [1.60751, -4.20627, 4.22534], [5.34002, -2.62423, 2.91963], [2.04691, -0.28245, 0.71510], [3.98478, 1.71013, -1.93037], [6.12070, 2.86157, -2.49548], [8.14943, 2.46750, -1.15642], [8.12633, 0.90299, 0.76353], [6.22146, -0.79234, 2.19434], [-3.34661, 2.11034, 2.41643], [-2.62242, 2.71660, 1.59182], [-2.84827, 2.84303, 0.36629], [-1.30318, 3.23246, 2.15282], [-1.30011, 4.04350, 3.24890], [-0.09481, 4.40128, 3.88252], [1.11096, 3.90291, 3.43026], [1.12072, 3.10589, 2.30941], [-0.06817, 2.70389, 1.59523], [-0.05148, 1.91874, 0.61955], [2.42709, 2.67565, 1.83258], [2.64105, 2.69466, 0.63559], [3.27925, 2.37321, 2.66426], [-0.10371, 5.28492, 5.01711], [-1.17204, 5.76353, 5.37553], [0.95488, 5.51920, 5.59332], [-2.23583, 4.39118, 3.66435], [2.03331, 4.15137, 3.93381], [-4.82175, 6.08119, -4.33555], [-4.09763, 5.08416, -3.75338], [-2.75771, 4.97996, -4.04395], [-2.02903, 3.95337, -3.44514], [-2.62815, 3.05444, -2.57305], [-3.98721, 3.21235, -2.29437], [-4.73454, 4.21932, -2.88574], [-1.66394, 1.33278, -1.69802], [-2.37156, 0.15896, -3.43659], [-2.82505, -1.13915, -3.21177], [-3.27409, -1.95749, -4.24812], [-3.26545, -1.44655, -5.52501], [-3.69690, -2.22765, -6.55466], [-2.83270, -0.16499, -5.80592], [-2.38827, 0.62416, -4.75415], [0.22468, 1.73911, -2.66935], [0.96756, 2.84212, -2.24358], [2.13853, 3.21900, -2.88748], [2.57861, 2.44867, -3.94388], [3.73265, 2.80163, -4.57645], [1.91817, 1.31281, -4.35692], [0.73286, 0.96913, -3.71272], [-2.29543, 5.68508, -4.72268], [-0.97543, 3.86431, -3.68360], [-4.46876, 2.55700, -1.57988], [-5.78666, 4.34906, -2.66928], [-2.80972, -1.55586, -2.21058], [-3.60874, -2.97124, -4.06882], [-2.85000, 0.19634, -6.82636], [-2.05433, 1.63373, -4.97021], [0.63626, 3.41330, -1.38482], [2.71832, 4.07290, -2.56227], [2.31930, 0.71880, -5.16799], [0.19841, 0.08827, -4.04753], [-2.67562, 0.33462, 8.22786], [-3.06963, -0.30177, 6.64641], [-4.34710, -0.78314, 6.41177], [-4.65695, -1.27679, 5.15510], [-3.69769, -1.32671, 4.15033], [-2.42030, -0.84253, 4.41696], [-2.10340, -0.30845, 5.65804], [-4.09426, -1.86169, 2.77380], [-5.27680, -1.73617, 2.44255], [-3.15328, -2.35324, 2.07648], [-5.08680, -0.75389, 7.20061], [-5.65639, -1.61996, 4.92356], [-1.65595, -0.87652, 3.65011], [-1.12037, 0.09694, 5.85533]],
  "forces_ev_per_angstrom": [[0.555, 0.338, -0.728], [-0.036, 0.019, 0.145], [-0.050, 0.089, -0.096], [0.022, -0.037, -0.009], [-0.029, 0.033, 0.006], [0.015, 0.028, 0.023], [0.024, -0.047, -0.038], [-0.012, -0.018, -0.009], [0.005, 0.012, 0.015], [0.002, -0.004, 0.006], [0.009, -0.030, -0.027], [-0.020, 0.052, 0.032], [0.084, -0.064, 0.091], [0.076, 0.000, 0.017], [-0.001, -0.010, 0.002], [-0.005, -0.002, 0.008], [0.005, 0.001, -0.003], [-0.004, 0.003, -0.005], [-0.002, 0.009, -0.001], [0.001, 0.015, 0.013], [0.038, 0.015, 0.012], [-0.070, -0.117, -0.019], [-0.027, 0.078, 0.103], [0.014, -0.022, 0.010], [-0.013, 0.023, -0.010], [-0.010, 0.002, -0.011], [0.030, -0.028, 0.014], [0.040, 0.025, -0.012], [-0.071, -0.019, -0.044], [0.007, -0.010, 0.007], [-0.004, 0.022, 0.071], [0.061, -0.004, -0.038], [-0.047, 0.016, -0.021], [0.030, -0.019, -0.019], [-0.019, 0.000, 0.030], [-0.012, -0.028, -0.010], [0.001, 0.022, -0.009], [0.001, -0.013, 0.000], [0.028, -0.021, -0.021], [0.009, -0.005, 0.007], [-0.016, -0.013, 0.004], [0.002, 0.006, -0.013], [-0.007, -0.001, -0.004], [0.001, -0.001, -0.030], [-0.007, 0.004, 0.005], [0.000, 0.011, -0.012], [-0.005, 0.007, -0.011], [0.004, 0.006, 0.001], [0.000, -0.001, 0.006], [-0.033, 0.028, 0.028], [-0.114, 0.521, 0.199], [-0.072, 0.373, 0.266], [0.089, 0.091, 0.069], [0.051, -0.078, 0.050], [0.003, -0.005, 0.021], [0.022, 0.087, 0.022], [0.050, 0.010, 0.028], [0.061, -0.033, -0.042], [-0.083, 0.146, -0.136], [0.038, -0.135, 0.098], [-0.016, 0.283, 0.059], [-0.042, -0.071, -0.027], [-0.040, -0.112, -0.034], [-0.044, -0.176, -0.005], [-0.002, 0.048, -0.009], [0.024, 0.054, -0.019], [-0.003, -0.025, -0.002], [-0.006, -0.001, -0.011], [0.012, -0.016, 0.003], [-0.035, 0.009, 0.012], [0.020, 0.002, 0.001], [0.024, -0.034, -0.063], [-0.018, 0.024, 0.120], [0.011, 0.024, -0.003], [0.028, 0.013, -0.011], [-0.080, -0.123, -1.018], [0.095, -0.011, -0.039], [0.069, -0.043, -0.006], [0.023, 0.015, 0.011], [-0.008, -0.011, -0.027], [0.003, 0.012, 0.019], [0.008, 0.001, 0.010], [-0.068, 0.068, 0.039], [0.098, 0.044, 0.123], [-0.039, 0.008, 0.024], [-0.004, -0.015, -0.014], [0.040, -0.014, 0.009], [-0.013, 0.004, 0.011], [-0.017, 0.001, -0.003], [-0.031, 0.009, 0.005], [0.003, 0.001, 0.001], [-0.008, 0.000, 0.018], [0.010, 0.002, 0.013], [-0.004, -0.001, 0.000], [-0.018, 0.020, 0.011], [-0.001, -0.001, 0.011], [0.006, 0.003, -0.002], [0.007, -0.006, -0.005], [-0.001, 0.009, -0.004], [-0.009, 0.007, 0.014], [-0.003, 0.000, -0.002], [-0.003, 0.006, -0.005], [-0.008, -0.008, -0.021], [-0.003, 0.022, 0.006], [-0.013, -0.018, 0.000], [0.018, 0.066, 0.018], [0.002, -0.007, -0.007], [-0.072, -0.097, 0.039], [0.039, -0.034, 0.023], [-0.229, -0.471, 0.177], [-0.020, -0.049, 0.033], [-0.306, -0.676, 0.382], [0.000, 0.002, 0.002], [-0.004, 0.003, -0.006], [0.021, -0.071, 0.124], [0.001, 0.003, -0.005]],
  "mulliken_charge": [0.8399, 0.2384, -0.5862, -0.5676, -0.6516, -0.9309, 0.7077, -0.9478, -0.9867, -0.5301, 0.4029, 0.7835, 0.0760, -0.0169, 0.4840, 0.3702, 0.3705, 0.3678, 0.5245, 0.8810, -0.9395, 0.5774, 0.1603, -0.8661, -0.4752, -0.2732, -1.1782, 1.2254, -0.0478, 0.5267, 0.1055, 0.0393, 0.0552, -0.5624, -0.5501, -0.4406, -1.2048, 0.4925, -0.0154, 0.3939, 0.5530, -0.1352, 0.5587, 0.4615, -0.0134, 0.5101, 0.4491, 0.3622, 0.3908, 0.2406, -0.8115, -1.2156, -0.6833, 1.5830, -0.3891, -0.9181, -0.2673, -0.8225, -0.3205, 1.4838, 0.9845, -0.5081, -0.6697, 1.0183, -0.6725, -0.6874, 0.6224, 0.6277, -0.3701, 0.4471, -0.7851, 0.0515, 0.1979, -0.6290, -0.7587, 0.4808, -0.4226, -0.2576, -0.7859, 0.4469, -0.3762, -0.8933, 0.1069, 0.1950, -0.2765, -0.5674, 0.4414, -0.4357, -0.5387, -0.6085, 0.4325, 0.3460, 0.3752, 0.4130, 0.3148, 0.4943, 0.4417, 0.4178, 0.1598, 0.4273, 0.4204, 0.5262, -0.2739, 0.3468, -0.6719, -0.5308, 1.0106, 0.9221, -1.2098, -0.6771, -0.7878, -0.5226, 0.4156, 0.4693, -0.0008, 0.4961],
  "lumo_ha": 0.1187,
  "multiplicity": 1,
  "mol_weight_g_mol": 1337.51,
  "charge": -2,
  "de_lowest_kcal_mol": 34.7,
  "homo_ha": -0.120
}